# 1
Computed, not measured: C28H77AsF6N7O7 as an isolated structure, with ωB97M-V/def2-TZVPD.

Results
Orbital gap ... 7.97 eV
Molar mass ... 812.88 g/mol
Charge ... -1
HOMO level ... -5.5 eV
Energy above the lowest of the compared OMol25 structures with the same formula, charge and spin ... 2.794 eV

Geometry as XYZ:
```
126
Properties=species:S:1:pos:R:3:mulliken_charge:R:1
As 0.719 0.397 -0.212 2.202
F 0.282 1.805 0.784 -0.306
F -0.082 -0.613 0.991 -0.757
F 1.566 1.333 -1.385 -0.529
F 0.969 -1.096 -1.167 -0.438
F -0.767 0.654 -1.106 -0.803
F 2.218 0.311 0.736 -0.550
O 3.001 3.944 -0.291 0.189
O 4.193 -3.387 -2.104 -0.330
O -5.405 1.491 2.727 -0.187
O -4.008 -2.287 3.411 -0.280
O 5.073 1.287 4.221 -0.300
O -4.783 -2.024 -1.782 -0.303
O -0.108 -2.072 -4.753 -0.257
N 3.988 -0.585 -1.671 -0.580
N 2.446 3.243 2.526 -0.621
N 0.214 4.412 -0.374 -0.627
N -2.351 -2.158 1.042 -0.221
N -2.792 1.370 1.443 -0.165
N -2.065 -2.445 -6.780 -0.653
N -3.383 0.372 -1.736 -0.364
C -0.938 -3.884 2.002 -1.642
C -3.850 -0.177 -3.019 0.272
C 5.316 -0.705 0.361 -1.309
C -0.312 -3.360 -5.281 -0.831
C 4.476 -2.854 -0.797 -0.682
C -4.499 -2.103 4.744 -0.879
C 1.197 5.471 -0.608 0.386
C -4.267 2.163 3.286 -0.937
C -2.738 0.182 -4.049 -1.152
C 3.411 -4.535 -1.986 -0.733
C 5.394 0.744 5.500 -0.791
C -2.254 -4.827 -6.071 -1.690
C -5.226 -3.349 -1.924 -0.817
C 4.580 4.223 3.167 -1.776
C -1.805 -3.391 -5.712 1.373
C -6.588 2.116 3.167 -0.866
C -2.333 -3.267 2.003 0.608
C 1.295 6.336 0.651 -1.312
C -2.679 -2.771 3.404 -0.864
C 4.978 -1.407 -0.989 0.304
C -1.749 2.241 3.536 -1.710
C -3.976 -1.684 -2.912 -0.565
C 3.805 2.951 2.999 1.856
C 3.837 2.005 4.203 -0.910
C 1.045 -1.956 -3.945 -0.995
C 4.338 3.539 -0.647 -0.977
C 2.524 4.983 -1.150 -1.019
C -2.929 1.517 2.892 1.542
H -1.450 3.171 3.052 0.291
H -1.510 -1.640 -6.500 0.349
H 6.321 -0.955 0.704 0.516
H -1.794 -0.283 -3.776 0.039
H 6.377 0.339 5.258 0.231
H 4.755 3.921 -1.579 0.444
H 5.310 0.364 0.142 0.146
H -0.880 1.581 3.573 0.372
H -6.928 2.976 2.585 0.269
H -4.799 0.260 -3.329 0.353
H 3.103 -0.495 -1.168 -0.004
H -0.123 -4.159 -4.559 0.387
H -5.173 -3.834 -0.944 0.227
H 5.474 1.524 6.260 0.317
H 2.004 -2.202 -4.408 0.409
H 3.778 -5.237 -1.226 0.349
H 3.755 2.527 5.161 0.415
H 3.636 -1.280 -2.339 0.252
H -1.938 2.431 4.599 0.558
H 3.377 -5.037 -2.954 0.276
H -2.041 -5.489 -5.233 0.373
H -4.379 3.197 2.947 0.353
H -1.861 -2.088 3.671 0.193
H -3.082 -0.089 -5.053 0.420
H 4.227 2.317 2.203 -0.409
H -2.358 0.332 -1.662 0.307
H 2.546 4.519 -2.145 0.460
H 2.362 -4.426 -1.679 0.226
H -3.872 -1.445 5.354 0.283
H -7.336 1.328 3.027 0.250
H 2.072 2.316 2.330 -0.025
H -1.698 -2.768 -7.668 0.293
H -5.476 -1.636 4.844 0.260
H 0.309 -3.438 -6.182 0.238
H -1.668 -5.200 -6.918 0.391
H 1.174 -0.957 -3.528 0.224
H -2.814 2.229 0.888 0.334
H -3.540 1.375 -1.718 0.294
H 3.574 -2.797 -0.186 0.345
H 1.894 7.234 0.490 0.405
H 0.326 6.666 1.021 0.356
H 3.037 1.279 4.029 0.368
H 3.220 5.825 -1.275 0.445
H 4.723 4.914 2.328 0.340
H 2.542 3.629 1.588 0.078
H -3.291 -4.878 -6.398 0.411
H 5.106 3.651 0.120 0.212
H -4.627 -4.004 -2.565 0.319
H -1.778 1.305 1.309 -0.237
H 5.282 -3.485 -0.415 0.448
H -4.328 -2.027 -3.895 0.502
H -6.549 2.273 4.250 0.350
H -6.266 -3.447 -2.253 0.288
H 4.123 2.472 -0.762 0.177
H 5.868 -1.307 -1.614 0.393
H -0.111 -3.346 2.464 0.302
H 5.607 4.093 3.515 0.374
H -2.490 -3.590 4.111 0.488
H -0.924 -4.845 2.538 0.479
H 0.462 3.622 -0.966 0.190
H 4.667 -0.037 5.735 0.311
H -3.029 -2.221 -2.770 0.117
H 1.752 5.703 1.414 0.213
H -2.291 -2.542 0.102 0.030
H 0.836 6.147 -1.396 0.317
H 3.969 4.869 3.808 0.411
H -2.954 0.535 3.368 -0.591
H 0.951 -2.508 -3.006 0.333
H -4.549 -3.135 5.100 0.398
H 4.588 -0.859 1.158 0.227
H -1.522 -1.557 1.021 0.312
H 0.423 4.016 0.539 0.119
H -4.254 2.071 4.379 0.312
H -2.565 1.259 -4.047 0.436
H -0.713 -4.153 0.969 0.395
H -3.157 -3.881 1.638 0.394
H -2.390 -3.147 -4.823 -0.431
```



# 2
Computed, not measured: a 7-piece molecular cluster, C28H77N7O7 overall, with ωB97M-V/def2-TZVPD.

Results
Spin multiplicity ... 2
Orbital gap (spin up / spin down) ... 1.45 / 8.70 eV
Molar mass ... 623.97 g/mol
Charge ... -1
HOMO level (spin up / spin down) ... 0.9 / -6.4 eV
Energy above the lowest of the compared OMol25 structures with the same formula, charge and spin ... 2.372 eV

Geometry as XYZ:
```
119
Properties=species:S:1:pos:R:3:mulliken_spin:R:1
O -1.197 -2.070 -4.473 -0.550
O 0.689 -4.065 8.807 -0.066
O 2.191 3.046 -3.520 -0.161
O 6.441 -1.454 -2.713 -0.198
O -4.152 1.021 0.442 -0.749
O 0.633 -1.483 1.949 -0.187
O -0.917 3.106 4.618 -0.124
N -1.451 -2.721 7.753 -0.003
N 0.257 -2.429 -6.892 0.065
N 3.958 -2.925 -1.599 0.190
N -5.888 -1.608 2.397 0.139
N -1.270 0.546 1.526 0.233
N 1.555 3.100 -6.258 0.062
N 0.540 2.907 2.126 0.047
C -1.538 -0.739 -6.998 0.214
C -1.696 2.355 5.570 0.155
C -0.659 -3.521 6.779 0.079
C -0.453 -0.066 0.415 -0.996
C -5.037 0.532 1.411 0.400
C -0.772 -2.987 5.268 0.033
C -1.603 3.429 3.441 -0.035
C -1.547 -2.058 -3.093 0.408
C 0.942 3.453 -3.964 0.219
C -4.989 -1.010 1.447 -0.214
C -0.471 3.931 2.532 0.003
C 2.451 1.611 -3.719 -0.050
C 4.513 -0.743 -0.774 0.067
C -4.173 2.436 0.056 0.572
C 5.047 -1.343 -3.092 0.129
C 1.809 -3.761 9.628 0.060
C -5.125 -1.648 0.097 0.200
C 0.992 4.065 -5.339 -0.113
C 4.032 -1.516 -1.987 -0.429
C -0.113 -1.224 -4.926 -0.135
C -0.247 0.979 -0.609 -0.054
C 7.306 -0.633 -3.414 0.151
C -0.448 4.458 -5.778 0.255
C 1.820 -1.809 2.738 0.160
C -1.176 4.259 1.208 -0.023
C 0.871 -0.611 0.857 -0.254
C 0.769 -3.599 7.461 0.016
C -0.128 -1.089 -6.433 -0.148
H 1.598 -3.946 10.681 -0.004
H 7.498 -0.940 -4.442 0.002
H 2.486 -1.020 3.088 -0.007
H -0.747 -2.305 -2.396 0.002
H 2.477 2.942 -5.879 -0.006
H -2.262 -1.550 -7.069 0.046
H 2.609 1.393 -4.775 0.014
H -0.417 -1.959 5.188 0.033
H -1.133 3.676 -5.452 -0.104
H 1.837 3.343 -7.197 -0.045
H -1.470 3.387 0.625 0.062
H 0.221 2.645 -3.834 -0.064
H -0.288 -0.269 -4.431 0.256
H -1.815 1.276 5.474 0.018
H 4.459 0.332 -0.943 0.052
H -2.401 -2.780 7.416 -0.041
H -3.756 3.099 0.815 0.115
H 2.428 -2.444 2.094 0.011
H 0.539 4.247 -3.336 0.034
H 1.320 -2.670 7.316 0.018
H -0.079 -3.644 4.742 0.005
H -1.818 -3.042 4.967 -0.024
H -1.416 -0.243 -7.961 -0.060
H -1.060 -4.533 6.831 0.012
H -1.139 1.441 -1.031 -0.132
H -6.095 -1.490 -0.375 -0.088
H 4.842 -1.981 -3.951 0.024
H 0.166 0.475 -1.483 0.159
H 1.137 -1.109 -0.076 0.191
H 1.692 0.085 1.030 0.073
H 0.600 -0.323 -6.702 -0.061
H -3.611 2.513 -0.875 -0.046
H 4.869 -0.367 -3.543 0.078
H -2.237 0.595 1.238 0.024
H 0.055 2.117 1.725 0.000
H 4.747 -3.113 -0.998 -0.021
H -0.669 4.702 -6.817 -0.043
H 7.001 0.408 -3.524 0.002
H -2.691 2.741 5.792 -0.031
H -2.027 -0.003 -6.359 -0.055
H -1.012 -0.922 0.038 0.333
H -2.193 -2.931 -2.992 0.131
H -1.514 -3.275 8.596 0.014
H 0.085 4.724 3.032 0.007
H 1.683 -2.413 3.634 0.161
H -0.683 5.428 -5.339 0.031
H -5.992 -1.280 3.347 -0.103
H 2.606 -4.420 9.285 -0.007
H 5.534 -0.937 -0.447 0.012
H 8.286 -0.529 -2.948 -0.017
H 1.295 -4.346 6.866 0.008
H 0.140 -2.998 -6.066 -0.010
H 2.009 -2.690 9.604 -0.005
H 4.078 -3.603 -2.339 -0.064
H -1.113 2.576 6.464 0.002
H -4.747 -2.661 0.231 -0.125
H 1.686 4.904 -5.380 -0.019
H -6.784 -1.289 2.057 -0.031
H 3.236 1.201 -3.084 0.049
H 0.387 1.860 -0.516 0.014
H -0.313 -2.981 -7.518 -0.021
H 1.120 2.461 2.822 0.003
H 1.562 1.115 -3.330 0.161
H -5.176 2.806 -0.157 -0.141
H -4.740 0.981 2.359 0.092
H -6.056 0.790 1.120 0.143
H 0.867 -1.559 -4.588 0.179
H -4.347 -1.296 -0.580 0.141
H -2.372 4.159 3.693 -0.003
H 3.052 -1.261 -2.391 0.097
H -1.940 4.985 1.489 -0.052
H -0.390 4.760 0.642 0.023
H -2.222 -1.230 -2.876 0.068
H -1.165 -0.311 2.050 0.033
H -3.970 -1.266 1.737 0.043
H 3.955 -1.012 0.123 0.010
H -2.073 2.651 2.840 0.076
```



> What is the formula in the second record?

C28H77N7O7